Entry from the Open Molecules 2025 dataset: C34H30Cl2N4O2Se2TaTe as an isolated structure in a non-equilibrium geometry (the ωB97M-V functional and the def2-TZVPD basis).

Positions of all 76 atoms, in Å:
Ta 0.39292 1.06421 1.05753
Cl -6.07202 -0.12195 3.46019
C -4.41279 -0.28147 3.05393
C -3.66711 0.84536 2.61801
C -2.30090 0.70899 2.40331
N -1.43845 1.71548 1.88900
C -1.61654 3.08026 2.04032
O -2.68333 3.62668 2.14637
C -0.33516 3.78307 2.04909
C -0.28337 5.14339 2.20694
C 0.94199 5.80799 2.24143
C 2.10577 5.02158 2.24404
C 1.96829 3.64391 2.02286
N 0.81105 3.01795 1.87401
C -1.67670 -0.52969 2.64493
C -2.39486 -1.59667 3.18108
C -3.78131 -1.51669 3.25867
Cl -4.68785 -2.91321 3.74216
N -0.30668 -0.60629 2.28555
C 0.63619 -1.28476 3.10629
O 0.35377 -2.04009 4.03341
C 1.99152 -1.06682 2.62652
C 3.01420 -1.91009 2.92768
C 4.30385 -1.64138 2.44551
C 4.48029 -0.43393 1.75460
C 3.37514 0.40843 1.52034
N 2.14963 0.04332 1.82346
H -4.17078 1.76741 2.41419
H -1.15578 5.72516 2.32999
H 0.91355 6.91711 2.34943
H 3.12612 5.41417 2.17013
H 2.87392 3.01343 2.01057
H -1.91444 -2.56823 3.31526
H 2.76759 -2.83198 3.45470
H 5.14240 -2.34581 2.53293
H 5.43394 -0.04592 1.45054
H 3.53744 1.37988 1.04792
C -2.76424 1.95161 -1.26689
Se -0.95838 2.68965 -1.00497
C -0.38419 2.46631 -2.91722
C 1.12093 2.36342 -2.98360
Se 2.04177 2.26524 -0.97887
C 3.36307 1.06382 -1.74927
H -2.63537 0.89508 -1.32505
H -3.26345 2.40643 -2.10309
H -3.31187 2.29187 -0.36220
H -0.76840 3.37732 -3.38013
H -0.91678 1.59828 -3.32250
H 1.64957 3.34036 -3.17479
H 1.56360 1.55827 -3.62607
H 4.38881 1.09167 -1.30506
H 3.49298 1.27533 -2.80626
H 3.01795 0.04345 -1.64494
Te 0.08188 -0.91983 -0.96958
C -0.98754 -1.20081 -2.87827
C -2.30195 -1.63104 -2.80702
C -3.15983 -1.78298 -3.93085
C -2.62220 -1.55159 -5.20841
C -1.30938 -1.13867 -5.34749
C -0.49872 -0.94444 -4.20043
C 0.30285 -3.17932 -0.82022
C 0.52125 -3.97779 -1.98230
C 0.94535 -5.29469 -1.92483
C 1.12330 -5.87864 -0.67070
C 0.80725 -5.15648 0.50752
C 0.49178 -3.78771 0.43082
H -2.75693 -1.81987 -1.82710
H -4.13368 -2.21009 -3.85557
H -3.26022 -1.73381 -6.08535
H -0.83779 -1.09057 -6.36569
H 0.57008 -0.66202 -4.24282
H 0.43117 -3.46270 -2.90571
H 1.19202 -5.80256 -2.82727
H 1.49531 -6.89186 -0.61190
H 0.77139 -5.70755 1.41705
H 0.07708 -3.24589 1.32415

Values from the calculation:
maximum force = 3.80 eV/Å
HOMO level (alpha / beta) = -15.42 / -15.42 eV
net charge = +3

=====

Entry from the Open Molecules 2025 dataset: C34H30F10N4O2PSe2Ti as an isolated structure in a non-equilibrium geometry (the ωB97M-V functional and the def2-TZVPD basis).

Positions of all 84 atoms, in Å:
Ti 0.28614 -0.06525 -0.48581
C 0.59100 3.02568 -0.79938
N 0.72083 2.04403 0.28826
C -0.30500 2.25843 1.31587
C -1.67243 1.94457 0.72170
N -1.53293 0.86685 -0.25552
C -2.61798 0.63418 -1.07076
C -2.39918 -0.07841 -2.25578
F -1.11451 -0.40977 -2.52859
C -3.37116 -0.41308 -3.16516
F -3.06389 -1.08590 -4.27308
C -4.67776 -0.03020 -2.92204
F -5.65272 -0.34410 -3.78258
C -4.94930 0.69706 -1.78330
F -6.20436 1.08584 -1.53544
C -3.94938 1.03785 -0.88818
F -4.33316 1.76711 0.17178
C 2.10009 2.04701 0.80191
C 2.97988 1.08152 -0.02285
N 2.15176 0.50628 -1.07032
C 2.76324 -0.18268 -2.09674
C 3.87462 -1.02704 -1.99830
F 4.45462 -1.24104 -0.80604
C 4.39076 -1.72456 -3.07491
F 5.42069 -2.55658 -2.89206
C 3.83249 -1.58498 -4.32920
F 4.32031 -2.25754 -5.37279
C 2.74988 -0.73910 -4.48015
F 2.21536 -0.56316 -5.68888
C 2.24099 -0.06381 -3.39099
F 1.20866 0.76254 -3.60261
H 0.64950 4.04405 -0.39656
H -0.36092 2.89448 -1.31151
H 1.39183 2.86903 -1.51736
H -0.28143 3.29099 1.69053
H -0.08175 1.57602 2.13375
H -2.08246 2.83926 0.23671
H -2.35093 1.68217 1.53510
H 2.06908 1.72107 1.83717
H 2.50093 3.06766 0.76790
H 3.39040 0.32557 0.65011
H 3.81977 1.62238 -0.48005
Se 1.06509 -0.87632 1.72044
P -2.09028 -2.25901 1.53412
Se -3.21768 -3.16572 -0.12964
C -3.19246 -1.07852 2.41479
C -4.49480 -0.81309 2.00813
C -5.26274 0.12951 2.68088
C -4.73987 0.81596 3.76640
C -3.43611 0.55747 4.17878
C -2.66816 -0.37818 3.50430
C -1.96749 -3.57788 2.83106
C -0.93302 -3.48467 3.76463
C -0.72750 -4.48892 4.70525
C -1.55841 -5.59948 4.72793
C -2.60214 -5.69384 3.81244
C -2.80171 -4.69398 2.87230
H -4.89096 -1.35544 1.15534
H -6.27228 0.33502 2.34351
H -5.33789 1.55686 4.28409
H -3.01576 1.09390 5.02209
H -1.64060 -0.55451 3.80678
H -0.26697 -2.62948 3.73048
H 0.08732 -4.40288 5.41540
H -1.39318 -6.39045 5.45036
H -3.26151 -6.55462 3.82955
H -3.59925 -4.76591 2.13933
O 1.13499 -3.14362 -2.83372
C 0.96089 -2.93013 -1.65675
O 0.33856 -1.95620 -1.09069
C 1.56760 -3.84082 -0.56393
N 0.58624 -3.89292 0.57556
C -0.18655 -5.15583 0.39619
C 0.86672 -6.13660 -0.09810
C 1.80949 -5.29267 -0.97644
H 2.45668 -3.31216 -0.21629
H -0.00495 -3.03676 0.53359
H 1.05375 -3.83114 1.47998
H -0.96149 -4.93570 -0.33893
H -0.67226 -5.42008 1.33289
H 0.41130 -6.96147 -0.64317
H 1.41108 -6.55733 0.75071
H 1.58363 -5.38281 -2.03868
H 2.84938 -5.58037 -0.83190

Values from the calculation:
maximum force = 2.98 eV/Å
HOMO level (alpha / beta) = -3.46 / -3.46 eV
net charge = -1

=====

Entry from the Open Molecules 2025 dataset: C34H30F10N4O2PSe2Ti as an isolated structure (the ωB97M-V functional and the def2-TZVPD basis).

Positions of all 84 atoms, in Å:
Ti 0.94225 1.23314 -0.60499
C 1.05863 4.27046 -1.28746
N 1.25719 3.44513 -0.08732
C 0.22968 3.73109 0.91536
C -1.12049 3.23655 0.39949
N -0.91193 2.09438 -0.48961
C -1.99918 1.73728 -1.25440
C -1.76617 1.06504 -2.46119
F -0.47353 0.85784 -2.79474
C -2.74882 0.59667 -3.29842
F -2.43140 -0.06081 -4.41781
C -4.07530 0.82313 -2.97637
F -5.05816 0.37198 -3.76751
C -4.36088 1.52285 -1.82396
F -5.63733 1.75617 -1.49328
C -3.35351 1.97414 -0.98784
F -3.75001 2.62959 0.11850
C 2.62922 3.59378 0.40650
C 3.56562 2.61182 -0.33688
N 2.77022 1.85327 -1.28562
C 3.45195 1.16613 -2.27708
C 4.59058 0.38118 -2.07897
F 5.09879 0.23390 -0.84107
C 5.21918 -0.30392 -3.10452
F 6.30502 -1.04748 -2.84499
C 4.71210 -0.25168 -4.38644
F 5.30101 -0.92775 -5.38081
C 3.57813 0.50511 -4.62561
F 3.07564 0.56676 -5.86311
C 2.97959 1.19661 -3.59494
F 1.89419 1.93139 -3.88136
H 1.08263 5.33520 -1.02090
H 0.10061 4.03468 -1.74742
H 1.84749 4.05351 -2.00355
H 0.18693 4.80386 1.14743
H 0.50158 3.18225 1.81565
H -1.62966 4.03939 -0.15078
H -1.74714 2.98975 1.25934
H 2.63021 3.35731 1.46908
H 2.95436 4.63351 0.28024
H 4.03261 1.96181 0.41036
H 4.35978 3.16646 -0.85314
Se 1.49677 0.58051 1.50807
P -1.83689 -1.15384 1.24006
Se -3.21167 -1.92316 -0.27693
C -2.71465 0.10251 2.26552
C -4.07102 0.36669 2.13735
C -4.67230 1.34587 2.91811
C -3.92181 2.07447 3.82808
C -2.55944 1.82279 3.95500
C -1.96009 0.84674 3.17445
C -1.67043 -2.46337 2.54753
C -0.54539 -2.41540 3.37292
C -0.30883 -3.40905 4.31613
C -1.19507 -4.46988 4.43998
C -2.31614 -4.52783 3.61950
C -2.54956 -3.53530 2.67840
H -4.64456 -0.19794 1.40981
H -5.73030 1.54816 2.80102
H -4.39119 2.84364 4.42973
H -1.96201 2.39668 4.65388
H -0.89114 0.67749 3.24657
H 0.15241 -1.58787 3.26940
H 0.56794 -3.35471 4.95065
H -1.01281 -5.24946 5.16978
H -3.00954 -5.35557 3.71077
H -3.40301 -3.58513 2.01007
O 2.10357 -1.75900 -2.96939
C 1.69310 -1.58187 -1.84605
O 1.08586 -0.55571 -1.36923
C 1.97557 -2.62174 -0.74142
N 0.83796 -2.63720 0.23652
C 0.00142 -3.82733 -0.10564
C 1.03585 -4.86652 -0.50577
C 2.13171 -4.06425 -1.22764
H 2.85077 -2.23570 -0.21525
H 0.29489 -1.74755 0.22085
H 1.17765 -2.69695 1.19715
H -0.65807 -3.52938 -0.92154
H -0.62292 -4.08447 0.74609
H 0.59469 -5.63377 -1.13920
H 1.43508 -5.36198 0.38217
H 2.00649 -4.07551 -2.30961
H 3.12547 -4.44962 -1.00782

Values from the calculation:
maximum force = 0.94 eV/Å
HOMO level = -3.83 eV
net charge = -1

=====

Q: Which value of maximum force does entry 1 give?
A: 3.80 eV/Å